Entry from OMol25: 2 unconnected molecules or ions with the total composition CH4IPS in a non-equilibrium geometry (wB97M-V/def2-TZVPD).

Computed properties:
SMILES: C=P.SI
E_HOMO, eV: -8.98
Maximum force, eV/Å: 3.97
Energy, a.u.: -1077.63958
ΔE to the lowest compared entry with this formula, charge and spin, eV: 3.170
Kohn-Sham gap, eV: 8.278
LUMO energy, eV: -0.70

Last columns: bonded neighbours and bond lengths (Å).
Positions of all 8 atoms, in Å:
1 C 0.706 0.509 -0.504  P2 1.704, H5 1.115, H6 1.148
2 P 0.789 0.228 1.175  C1 1.704, H7 1.498
3 S -0.993 -1.914 -1.912  I4 2.376, H8 1.597
4 I -3.271 -2.402 -2.384  S3 2.376
5 H -0.082 1.252 -0.770  C1 1.115
6 H 1.506 0.277 -1.293  C1 1.148
7 H 2.070 -0.537 1.310  P2 1.498
8 H -0.615 -3.217 -2.755  S3 1.597